# 1
Formula: C20H23ClN2Pt
Source: the OMol25 dataset
Level of theory: the ωB97M-V functional and the def2-TZVPD basis

Element x y z (Å)
C: -5.587 0.321 -0.408
C: -5.587 1.624 -1.214
H: -5.775 -0.544 -1.053
H: -6.362 0.333 0.366
H: -4.624 0.162 0.088
H: -4.713 1.684 -1.871
H: -6.481 1.701 -1.843
H: -5.568 2.498 -0.554
C: 1.034 -2.918 -0.636
C: 1.900 -3.963 -0.935
C: 2.989 -3.717 -1.771
C: 3.171 -2.435 -2.277
H: 0.166 -3.039 0.008
H: 1.719 -4.948 -0.517
H: 3.686 -4.509 -2.025
H: 4.011 -2.223 -2.928
N: 1.206 -1.678 -1.123
C: 2.263 -1.426 -1.939
C: 2.372 -0.041 -2.424
N: 1.401 0.822 -2.000
C: 1.450 2.103 -2.413
C: 3.439 1.716 -3.690
C: 2.443 2.588 -3.251
H: 0.655 2.742 -2.046
H: 2.429 3.631 -3.549
C: 3.397 0.393 -3.269
H: 4.159 -0.304 -3.596
H: 4.233 2.059 -4.346
Pt: -0.040 0.022 -0.753
C: -1.060 1.777 -0.559
H: -1.359 2.073 -1.573
H: -0.351 2.499 -0.133
H: -1.943 1.717 0.077
Cl: 0.025 2.703 3.081
C: 0.148 1.055 3.723
C: 0.130 0.954 5.112
C: 0.179 -0.291 5.726
C: 0.249 -1.452 4.953
C: 0.266 -1.376 3.552
C: 0.219 -0.131 2.909
C: 0.115 -0.071 1.390
H: 0.059 1.851 5.716
H: 0.151 -0.350 6.806
H: 0.274 -2.414 5.444
H: 0.292 -2.289 2.973
H: -0.979 0.092 1.448
H: 0.202 0.999 1.326

Values from the calculation:
LUMO level (spin up / spin down) ... -0.2 / -1.4 eV
Maximum force ... 3.81 eV Å⁻¹
HOMO-LUMO gap (spin up / spin down) ... 5.0 / 7.2 eV
Expectation value of S² ... 2.03
Multiplicity ... 3

---

# 2
Formula: C25H63GaN3O9S
Source: the OMol25 dataset
Level of theory: the ωB97M-V functional and the def2-TZVPD basis

Element x y z (Å)
C: -3.565 -1.646 -1.583
C: -3.139 -2.832 -2.445
C: -3.737 -4.128 -1.888
C: -1.614 -2.956 -2.704
Ga: -0.304 -1.983 -1.469
C: 0.246 -0.153 -2.260
C: 0.248 0.967 -1.214
S: 1.945 1.403 -0.727
C: 1.942 1.247 0.990
N: 2.925 1.614 1.768
N: 2.532 1.269 3.060
C: 1.361 0.746 2.947
O: 0.916 0.697 1.680
C: 1.400 -3.130 -1.432
C: 2.559 -2.555 -0.622
C: 2.524 -2.850 0.845
N: 3.784 -2.620 1.536
O: 1.566 -3.269 1.445
H: -3.166 -0.709 -1.975
H: -4.662 -1.560 -1.628
H: -3.296 -1.785 -0.535
H: -3.626 -2.670 -3.415
H: -3.442 -4.293 -0.847
H: -3.473 -4.983 -2.513
H: -4.835 -4.057 -1.891
H: -1.347 -4.013 -2.592
H: -1.402 -2.716 -3.753
H: -0.852 -1.708 0.024
H: 1.252 -0.269 -2.677
H: -0.403 0.120 -3.097
H: -0.172 1.900 -1.608
H: -0.321 0.715 -0.318
H: 0.790 0.366 3.778
H: 1.134 -4.124 -1.056
H: 1.718 -3.259 -2.474
H: 2.664 -1.469 -0.748
H: 3.533 -2.964 -0.934
H: 3.569 -2.065 2.360
H: 4.084 -3.527 1.888
C: -6.723 -0.959 -4.660
C: -5.579 0.002 -4.389
O: -4.313 -0.602 -4.598
H: -6.627 -1.842 -4.028
H: -7.689 -0.489 -4.464
H: -6.711 -1.291 -5.702
H: -5.586 0.315 -3.346
H: -5.681 0.898 -5.014
H: -4.260 -0.886 -5.516
C: -0.407 -7.337 -5.817
C: -1.446 -7.067 -4.742
O: -1.647 -5.681 -4.520
H: 0.540 -6.869 -5.547
H: -0.246 -8.408 -5.950
H: -0.726 -6.918 -6.775
H: -1.118 -7.473 -3.786
H: -2.395 -7.551 -5.006
H: -1.952 -5.279 -5.338
C: 3.511 4.874 -1.995
C: 2.419 5.126 -3.018
O: 1.258 4.340 -2.759
H: 3.787 3.819 -1.996
H: 4.399 5.472 -2.210
H: 3.168 5.119 -0.991
H: 2.758 4.847 -4.015
H: 2.144 6.187 -3.038
H: 0.935 4.575 -1.884
C: 3.078 5.073 3.144
C: 3.673 4.990 1.755
O: 3.785 6.300 1.168
H: 2.097 5.548 3.098
H: 2.976 4.083 3.591
H: 3.706 5.684 3.798
H: 3.040 4.403 1.095
H: 4.657 4.515 1.779
H: 4.358 6.815 1.744
C: -0.612 8.352 3.224
C: 0.642 9.069 3.689
O: 1.821 8.326 3.413
H: -0.684 7.372 3.696
H: -1.507 8.926 3.470
H: -0.591 8.200 2.142
H: 0.625 9.207 4.770
H: 0.705 10.060 3.225
H: 1.881 8.183 2.461
C: -1.093 1.754 6.058
C: -0.093 2.570 6.857
O: 1.179 1.941 6.950
H: -1.223 0.765 6.498
H: -2.065 2.250 6.017
H: -0.741 1.620 5.033
H: -0.439 2.693 7.883
H: 0.021 3.567 6.418
H: 1.540 1.843 6.061
C: 0.090 -6.836 3.046
C: 1.457 -6.373 3.519
O: 2.224 -5.814 2.469
H: 0.197 -7.571 2.247
H: -0.480 -7.284 3.863
H: -0.481 -5.995 2.648
H: 2.032 -7.216 3.905
H: 1.345 -5.644 4.331
H: 1.731 -5.051 2.124

Values from the calculation:
LUMO level ... 2.1 eV
Total charge ... -1
Maximum force ... 1.00 eV Å⁻¹
HOMO-LUMO gap ... 6.7 eV
Multiplicity ... 1

---

# 3
Formula: C15H31CrNO3P2
Source: the OMol25 dataset
Level of theory: the ωB97M-V functional and the def2-TZVPD basis

Element x y z (Å)
P: -2.341 1.495 -0.892
P: 0.059 0.803 3.478
C: -0.482 -0.304 0.853
C: -0.045 -0.655 2.272
H: -1.432 -0.851 0.626
H: -0.674 0.800 0.748
H: -0.775 -1.307 2.775
H: 0.912 -1.190 2.299
C: 1.617 1.531 2.872
H: 1.932 2.303 3.584
H: 1.436 1.989 1.891
H: 2.379 0.744 2.784
C: 0.301 0.147 5.126
H: 1.310 -0.261 5.257
H: -0.435 -0.641 5.327
H: 0.149 0.976 5.830
C: -1.698 1.933 -2.561
H: -2.274 2.783 -2.947
H: -1.760 1.076 -3.244
H: -0.643 2.217 -2.454
C: -3.661 0.302 -1.363
H: -3.811 -0.416 -0.544
H: -3.367 -0.254 -2.264
H: -4.595 0.847 -1.545
Cr: 0.710 -0.788 -0.830
C: 1.770 -2.350 -0.235
C: 2.635 -1.221 -0.571
C: 3.359 -1.151 -1.889
C: 2.401 -1.351 -3.087
C: 0.994 -0.865 -2.810
C: -0.087 -1.760 -2.423
C: 0.103 -3.189 -2.030
C: 1.374 -3.471 -1.160
C: -3.194 3.006 -0.390
H: 1.707 -2.631 0.825
H: 3.139 -0.676 0.241
H: 4.167 -1.895 -1.947
H: 3.847 -0.172 -2.002
H: 2.798 -0.784 -3.940
H: 2.411 -2.401 -3.409
H: 0.747 0.082 -3.330
H: -1.098 -1.523 -2.783
H: 0.124 -3.861 -2.897
H: -0.775 -3.532 -1.462
H: 1.134 -4.340 -0.527
H: 2.205 -3.821 -1.791
H: -3.991 2.718 0.308
H: -3.599 3.538 -1.262
H: -2.473 3.645 0.150
O: -0.449 4.197 1.566
N: -0.153 4.193 2.757
O: -0.768 4.665 3.703
O: -1.144 1.670 3.317

Values from the calculation:
LUMO level (spin up / spin down) ... 0.4 / -1.7 eV
Energy relative to the best compared isomer or geometry (same formula, charge and spin) ... 40.40 kcal per mole
Maximum force ... 3.99 eV Å⁻¹
HOMO-LUMO gap (spin up / spin down) ... 7.4 / 5.6 eV
Expectation value of S² ... 6.08
Multiplicity ... 5

---

# 4
Formula: C8H10FN
Source: the OMol25 dataset
Level of theory: the ωB97M-V functional and the def2-TZVPD basis

Element x y z (Å)
C: -1.110 -1.580 0.602
C: 0.096 -0.903 0.913
C: -1.700 -0.789 -0.421
C: 0.191 0.236 0.075
C: -2.800 -0.987 -1.158
C: 1.405 1.667 0.094
C: 1.079 -1.411 1.909
C: 1.485 2.503 -1.085
N: -0.935 0.339 -0.613
F: 2.604 1.364 0.521
H: -1.460 -2.440 1.155
H: -3.149 -0.273 -1.913
H: -3.316 -1.907 -0.877
H: 1.274 -2.572 1.750
H: 0.730 -1.450 2.852
H: 2.026 -0.841 1.789
H: 2.388 3.004 -1.026
H: 1.555 1.813 -2.031
H: 0.641 3.185 -1.158
H: -1.004 1.043 -1.378

Values from the calculation:
LUMO level ... -0.7 eV
Energy relative to the best compared isomer or geometry (same formula, charge and spin) ... 134.40 kcal per mole
Maximum force ... 7.29 eV Å⁻¹
Structure (SMILES) ... C=c1cc(C)/c(=C(/C)F)[nH]1
HOMO-LUMO gap ... 5.5 eV
Multiplicity ... 1

---

# 5
Formula: C27H72AsF6O27S9
Source: the OMol25 dataset
Level of theory: the ωB97M-V functional and the def2-TZVPD basis

Element x y z (Å)
As: 0.395 -0.956 -0.118
F: -0.987 0.088 0.312
F: -0.587 -1.556 -1.454
F: 1.687 -2.079 -0.441
F: 1.255 -0.408 1.326
F: -0.285 -2.258 0.900
F: 1.013 0.333 -1.108
O: 1.566 -7.128 -0.749
S: 1.235 -6.801 0.595
O: -0.066 -7.116 1.144
O: 2.388 -7.271 1.612
C: 2.447 -8.640 2.023
C: 1.950 -8.843 3.471
C: 1.483 -5.009 0.732
H: 3.415 -9.041 1.721
H: 1.761 -9.228 1.404
H: 2.725 -8.971 4.223
H: 1.428 -9.801 3.480
H: 1.252 -8.019 3.592
H: 0.951 -4.744 1.640
H: 1.177 -4.462 -0.156
H: 2.548 -4.779 0.760
O: 3.668 -4.404 -2.703
S: 3.108 -4.032 -3.972
O: 3.915 -3.685 -5.118
O: 2.177 -5.297 -4.439
C: 1.896 -6.456 -3.634
C: 3.087 -7.408 -3.765
C: 1.723 -2.847 -3.732
H: 0.936 -6.944 -3.784
H: 1.879 -5.983 -2.652
H: 3.215 -8.008 -2.861
H: 4.018 -6.851 -3.866
H: 3.076 -8.088 -4.618
H: 0.837 -3.458 -3.867
H: 1.792 -2.119 -4.539
H: 1.738 -2.297 -2.793
O: 4.669 2.684 -0.622
S: 4.779 1.996 0.637
O: 5.832 2.251 1.580
O: 3.307 2.070 1.298
C: 3.082 2.383 2.685
C: 1.628 2.786 2.778
C: 4.699 0.219 0.378
H: 3.823 2.950 3.246
H: 3.151 1.386 3.140
H: 1.461 3.660 2.137
H: 1.347 3.135 3.770
H: 0.961 2.033 2.362
H: 4.198 -0.197 1.249
H: 5.651 -0.306 0.316
H: 4.158 0.048 -0.550
O: 2.515 0.179 5.348
S: 1.182 -0.079 5.863
O: 0.961 -0.996 6.948
O: 0.655 1.396 6.384
C: 1.430 1.947 7.413
C: 0.980 3.368 7.713
C: -0.062 -0.209 4.532
H: 2.498 1.972 7.163
H: 1.396 1.343 8.329
H: 1.596 3.886 8.446
H: -0.026 3.373 8.133
H: 1.045 3.885 6.754
H: -0.215 0.759 4.057
H: -1.015 -0.535 4.942
H: 0.365 -0.865 3.774
O: -1.545 5.375 -3.273
S: -0.325 4.823 -2.769
O: 0.780 4.554 -3.690
O: 0.315 5.741 -1.584
C: 1.723 6.000 -1.586
C: 2.388 5.211 -0.501
C: -0.700 3.323 -1.748
H: 1.820 7.033 -1.232
H: 2.288 5.916 -2.510
H: 1.802 5.312 0.416
H: 3.403 5.572 -0.346
H: 2.328 4.150 -0.757
H: 0.163 2.940 -1.201
H: -1.187 2.523 -2.298
H: -1.334 3.680 -0.933
O: 3.185 3.299 -7.323
S: 3.423 2.475 -6.166
O: 4.040 3.028 -4.980
O: 1.985 1.768 -5.745
C: 1.808 1.270 -4.424
C: 0.373 0.736 -4.363
C: 4.404 0.977 -6.611
H: 1.847 2.154 -3.786
H: 2.467 0.467 -4.085
H: -0.302 1.267 -5.034
H: -0.033 0.824 -3.355
H: 0.180 -0.314 -4.602
H: 3.968 0.400 -7.418
H: 4.617 0.506 -5.657
H: 5.323 1.440 -6.974
O: -5.649 -2.418 5.257
S: -4.836 -1.456 4.552
O: -3.504 -1.059 4.938
O: -4.673 -2.232 3.133
C: -4.175 -1.487 2.004
C: -3.768 -2.582 1.033
C: -5.749 0.032 4.049
H: -3.329 -0.814 2.166
H: -5.026 -0.903 1.639
H: -2.923 -3.203 1.312
H: -3.549 -2.159 0.047
H: -4.652 -3.184 0.810
H: -6.676 -0.327 3.607
H: -5.062 0.519 3.367
H: -6.004 0.574 4.956
O: -1.701 4.740 1.719
S: -2.411 3.703 2.418
O: -1.700 2.963 3.420
O: -3.697 4.356 3.133
C: -4.739 4.843 2.275
C: -4.694 6.359 2.200
C: -3.147 2.488 1.208
H: -5.752 4.531 2.534
H: -4.585 4.510 1.247
H: -5.196 6.850 3.027
H: -5.140 6.655 1.245
H: -3.659 6.620 1.968
H: -4.079 2.085 1.595
H: -2.441 1.663 1.090
H: -3.167 3.036 0.271
O: -3.657 3.398 -3.940
S: -4.119 2.041 -3.683
O: -5.127 1.488 -4.563
O: -2.869 1.047 -3.682
C: -3.004 -0.342 -3.911
C: -2.752 -0.702 -5.374
C: -4.867 1.973 -2.043
H: -3.844 -0.808 -3.390
H: -2.189 -0.756 -3.308
H: -3.609 -0.517 -6.025
H: -2.477 -1.733 -5.597
H: -1.951 -0.062 -5.741
H: -4.179 2.209 -1.232
H: -5.109 0.918 -1.925
H: -5.638 2.736 -2.036

Values from the calculation:
LUMO level ... 1.3 eV
Total charge ... -1
Energy relative to the best compared isomer or geometry (same formula, charge and spin) ... 84.46 kcal per mole
Maximum force ... 2.89 eV Å⁻¹
HOMO-LUMO gap ... 9.9 eV
Multiplicity ... 1

---

# 6
Formula: C4H5NO2S
Source: the OMol25 dataset
Level of theory: the ωB97M-V functional and the def2-TZVPD basis

Element x y z (Å)
C: -0.983 1.709 -1.962
C: -0.731 0.571 -0.869
C: 0.472 -0.317 1.312
C: -0.177 -0.754 -1.304
H: -0.021 2.216 -2.282
H: -1.464 2.712 -1.309
H: -1.692 1.330 -2.741
H: 0.392 -0.434 -2.288
H: -1.005 -1.433 -1.442
N: -1.224 0.999 0.307
O: -0.840 0.192 1.254
O: 1.142 -0.362 2.363
S: 1.153 -1.080 -0.255

Values from the calculation:
LUMO level ... 0.2 eV
Energy relative to the best compared isomer or geometry (same formula, charge and spin) ... 108.84 kcal per mole
Maximum force ... 6.82 eV Å⁻¹
Structure (SMILES) ... CC1=NOC(=O)SC1
HOMO-LUMO gap ... 10.0 eV
Multiplicity ... 1

---

| no. | DFT total energy (eV) |
| --- | --- |
| 1 | -39857.9773 |
| 2 | -113053.6568 |
| 3 | -70681.3869 |
| 4 | -12660.3150 |
| 5 | -259109.8219 |
| 6 | -20645.4600 |